7 unconnected molecules or ions with the total composition C54H84BrFN3O10S at a distorted geometry, computed with wB97M-V/def2-TZVPD.

Structure (XYZ):
```
154
Properties=species:S:1:pos:R:3:forces:R:3
C 0.93061 -4.94519 -1.84964 -0.28 0.36 0.63
C -0.31035 -4.30607 -2.49054 0.09 0.22 -0.69
O -0.97459 -3.34172 -1.68164 0.10 -0.33 0.29
C -0.08141 -2.41378 -1.10033 0.43 0.82 0.07
C -0.80869 -1.18163 -0.57826 0.23 -1.23 -0.30
C -1.59636 -1.35703 0.54923 -0.72 0.05 1.25
C -1.77681 -2.70478 1.22564 0.29 -0.45 -0.75
C -0.51035 -3.23564 1.97905 -0.11 -0.21 -0.78
N -0.74009 -3.74018 3.33436 -1.04 0.19 -0.82
C -1.31344 -2.70958 4.25713 1.79 -0.50 0.62
C -0.43953 -2.62282 5.54653 -1.19 0.32 -0.29
C -1.45366 -4.93324 3.33253 -0.50 -0.72 0.55
C -1.68320 -5.57907 4.70536 0.48 0.48 -0.24
O -1.87655 -5.49234 2.33014 0.53 0.20 0.02
C -2.23025 -0.21869 1.04575 -0.13 -0.44 0.09
Br -3.38119 -0.24722 2.59548 0.22 0.00 -0.39
C -2.08594 0.99245 0.42973 -0.63 0.97 0.50
C -1.32068 1.16520 -0.70456 -0.41 0.19 0.39
C -0.68306 0.04528 -1.20684 0.79 0.45 -0.82
S 0.32142 0.18605 -2.67590 -0.07 0.32 0.01
C 0.71287 1.93800 -2.65167 -0.90 -1.34 0.62
C 1.83046 2.36740 -3.31047 1.30 -0.53 -0.78
C 2.18119 3.69989 -3.37989 -0.49 0.10 0.72
C 3.40328 4.09888 -4.13500 -0.38 0.08 -0.27
C 3.24290 4.49221 -5.45778 -0.98 0.00 -0.33
C 4.29148 4.86075 -6.26434 0.23 0.09 -0.18
C 5.57665 4.85734 -5.73605 -0.40 0.10 -0.87
C 5.74384 4.47364 -4.42729 1.36 0.05 0.10
C 4.68851 4.09345 -3.62677 -0.16 -0.24 0.59
C 1.32433 4.60668 -2.73214 1.41 0.76 -0.80
C 1.64603 6.09336 -2.82006 -0.49 0.16 0.19
C 2.27763 6.68133 -1.55085 0.54 0.36 0.04
C 3.80514 6.68322 -1.60617 -0.60 0.45 -0.50
F 1.91741 8.05271 -1.49686 -0.07 -0.13 -0.02
C 0.21786 4.16285 -2.03545 -0.60 0.86 0.29
C -0.65294 5.24757 -1.34908 -0.57 0.52 0.42
O -1.62487 5.70709 -1.99741 0.71 -0.55 0.00
O -0.27096 5.58766 -0.20613 0.05 -0.42 -0.29
C -0.10980 2.81446 -1.98250 -0.13 1.03 0.11
N -1.29661 2.47373 -1.26070 0.48 -0.76 -0.59
C -2.50374 2.81039 -1.96122 -0.61 -0.20 -0.94
C -3.49748 3.55676 -1.37202 0.46 0.33 1.97
C -4.66438 3.92238 -1.98974 -0.35 -0.15 -0.11
N -4.93567 3.52840 -3.23726 -0.12 0.23 0.50
C -3.99630 2.78910 -3.79086 0.63 -0.94 -1.69
C -2.76201 2.39149 -3.26450 -0.32 0.46 0.65
H 0.80795 -4.99027 -0.75688 -0.14 -0.12 -0.24
H 1.79757 -4.29637 -2.01449 0.03 -0.40 -0.11
H 1.10955 -5.97285 -2.17713 0.06 0.29 -0.25
H -0.02356 -3.78868 -3.42598 0.12 -0.21 0.18
H -1.06379 -5.04188 -2.79296 0.08 0.07 0.38
H 0.46775 -2.82335 -0.23934 -0.12 -0.26 -0.34
H 0.68389 -2.10668 -1.83013 -0.20 -0.09 0.09
H -1.99227 -3.42723 0.42857 -0.02 0.11 0.25
H -2.67000 -2.71187 1.85487 0.30 0.15 0.08
H -0.12367 -4.08743 1.40415 -0.05 0.17 0.19
H 0.28108 -2.47555 1.94149 -0.19 -0.05 0.58
H -1.21467 -1.75269 3.74346 -0.41 -0.22 -0.06
H -2.35708 -2.95652 4.46896 0.09 0.42 0.00
H -0.91328 -3.20693 6.34172 0.43 0.02 0.01
H 0.56929 -2.98123 5.33265 -0.14 0.09 0.13
H -0.42529 -1.57150 5.85914 0.20 -0.26 0.14
H -1.58964 -6.66456 4.60175 -0.15 0.21 -0.10
H -0.92263 -5.23066 5.40713 -0.29 -0.15 0.09
H -2.68497 -5.34498 5.08472 0.17 -0.04 -0.08
H -2.61766 1.85164 0.83132 0.21 -0.06 -0.10
H 2.48416 1.65090 -3.80836 -0.21 -0.05 0.12
H 2.23335 4.51476 -5.86703 0.14 -0.06 0.09
H 4.09094 5.13755 -7.29605 0.15 0.02 0.13
H 6.40166 5.13249 -6.38836 0.06 -0.03 0.33
H 6.76596 4.46682 -4.04878 -0.27 -0.04 0.22
H 4.87097 3.80982 -2.59402 -0.03 -0.02 -0.14
H 0.71212 6.63358 -3.03152 0.12 -0.10 0.32
H 2.31116 6.32554 -3.66119 -0.08 -0.26 0.12
H 1.89410 6.22876 -0.63145 -0.15 0.00 -0.30
H 4.21317 5.67534 -1.62642 0.01 0.16 0.19
H 4.07431 7.18756 -2.54765 0.14 -0.24 0.15
H 4.23583 7.29240 -0.80630 -0.12 -0.38 0.10
H -3.34255 3.88106 -0.34424 0.05 0.05 -0.24
H -5.38180 4.52948 -1.42749 0.23 -0.19 -0.51
H -4.21977 2.43601 -4.80439 -0.01 0.14 0.18
H -2.04669 1.78871 -3.81875 -0.22 0.10 -0.05
C -3.09282 2.81157 -8.08772 -0.13 -0.14 0.08
C -1.73790 2.96108 -7.41183 -0.17 0.35 -0.56
C -1.31967 4.41889 -7.31748 0.11 0.04 0.17
O -0.76011 2.22343 -8.14968 0.11 -0.26 0.28
H -3.05890 3.19911 -9.11082 0.03 0.11 0.05
H -3.37252 1.75880 -8.15352 0.01 0.01 0.07
H -3.87011 3.34581 -7.53857 0.00 0.01 -0.03
H -1.78818 2.52635 -6.41268 0.21 -0.11 -0.04
H -1.22808 4.85883 -8.31596 -0.12 -0.04 -0.03
H -0.34361 4.50552 -6.83821 -0.05 -0.02 0.08
H -2.04153 5.00216 -6.74407 0.03 0.01 0.01
H -0.71809 2.59898 -9.03513 -0.02 0.04 0.02
C -4.81425 -8.60000 0.87143 -0.17 -0.13 0.07
C -5.14289 -7.21697 0.32683 0.63 -0.05 0.07
C -4.30318 -6.89237 -0.90034 -0.09 0.09 -0.17
O -4.91574 -6.23838 1.33372 -0.34 -0.02 0.01
H -3.76558 -8.65351 1.17695 0.03 0.05 -0.11
H -5.41713 -8.81566 1.75508 -0.04 0.01 -0.04
H -4.99938 -9.37518 0.12462 0.03 -0.01 0.01
H -6.20273 -7.16704 0.06966 -0.01 0.10 0.10
H -3.23880 -6.89261 -0.64925 -0.02 -0.09 0.05
H -4.54310 -5.89640 -1.27451 -0.04 -0.02 0.01
H -4.47305 -7.61653 -1.70035 0.03 0.00 0.00
H -3.98057 -6.27402 1.56842 0.17 0.16 0.07
C -3.39493 6.34481 1.23702 -0.03 -0.17 -0.16
C -4.67065 6.98677 0.71884 0.07 -0.29 0.64
C -5.34940 7.81709 1.79889 -0.20 0.18 -0.14
O -5.58124 5.97826 0.25610 -0.08 0.23 -0.17
H -3.61602 5.67027 2.07320 -0.08 0.12 0.08
H -2.91870 5.75083 0.45901 0.17 0.24 -0.06
H -2.68171 7.09630 1.57556 0.05 -0.05 -0.04
H -4.43634 7.61736 -0.13911 -0.10 -0.15 -0.12
H -5.63188 7.18820 2.64883 0.13 -0.03 0.02
H -6.26700 8.26934 1.41635 0.04 0.03 -0.02
H -4.69194 8.61106 2.15709 0.00 -0.02 0.02
H -5.80067 5.41182 1.00388 0.08 0.04 0.04
C 0.32391 -7.11458 9.75723 -0.05 0.12 0.18
C -0.60321 -6.97993 8.55820 0.55 -0.29 -0.14
C -0.88006 -8.33495 7.92168 -0.18 -0.04 -0.09
O -0.02068 -6.10873 7.59564 -0.22 0.22 0.21
H 1.28863 -7.52981 9.45280 -0.06 -0.09 -0.05
H 0.52074 -6.13674 10.19890 -0.06 0.00 0.00
H -0.10800 -7.76285 10.52252 0.03 -0.01 0.00
H -1.54381 -6.52264 8.87142 0.03 0.10 -0.09
H 0.04822 -8.78697 7.56124 0.05 0.02 0.12
H -1.53999 -8.22356 7.05884 -0.05 0.03 0.06
H -1.34788 -9.01964 8.63188 0.01 -0.02 -0.03
H 0.81567 -6.49745 7.30224 -0.10 0.00 -0.21
C 8.81650 5.02580 -0.57101 0.07 -0.10 -0.20
C 7.88787 6.19305 -0.87423 0.05 -0.19 0.66
C 8.13883 7.35817 0.07141 -0.03 0.21 -0.11
O 6.53222 5.77061 -0.76506 0.17 -0.01 -0.32
H 8.65114 4.65528 0.44466 0.03 0.11 0.04
H 8.62037 4.19503 -1.25066 0.01 0.05 -0.03
H 9.86445 5.31659 -0.66847 0.00 -0.02 0.03
H 8.03413 6.51955 -1.90533 -0.18 -0.04 -0.03
H 7.95177 7.06130 1.10735 0.08 -0.08 -0.01
H 7.46182 8.18356 -0.15223 0.02 -0.02 -0.05
H 9.16662 7.71831 -0.00689 -0.01 0.00 0.03
H 6.38307 5.47840 0.14116 -0.03 0.03 0.00
C 2.12141 -6.43262 3.43971 0.01 0.22 0.10
C 2.60907 -7.29876 4.59205 -0.34 -0.21 -0.56
C 2.98189 -8.69439 4.11702 0.13 -0.11 0.18
O 1.58790 -7.38593 5.58861 0.26 0.03 0.30
H 1.22594 -6.86502 2.98268 0.06 -0.08 -0.03
H 1.84852 -5.43750 3.79557 0.03 0.00 0.00
H 2.88865 -6.32976 2.67055 -0.03 -0.02 -0.01
H 3.47316 -6.82950 5.06458 -0.11 0.01 0.17
H 2.11442 -9.19804 3.68114 0.00 0.10 -0.09
H 3.32027 -9.30670 4.95458 0.05 0.04 -0.01
H 3.77489 -8.65817 3.36867 -0.03 -0.01 -0.01
H 0.81388 -7.79735 5.18732 -0.03 0.08 -0.01
```
Positions in Å, forces in eV/Å.

For the LUMO energy, the calculation gives 1.7 eV. The HOMO energy is -0.1866 Eh. The net charge is -1.